1.
Here is a 9-piece molecular cluster, C12H32BClN11O20S overall in a non-equilibrium geometry from the OMol25 dataset. Energies are from ωB97M-V/def2-TZVPD.

Each line ends with the Mulliken charge.
CARTESIAN COORDINATES (ANGSTROEM)
O: 3.10 -0.54 5.49  -0.5436
H: -0.44 1.63 1.20  0.1576
H: 2.16 1.27 3.29  0.0068
H: 6.82 -8.42 3.13  0.3013
H: 3.75 -2.06 8.34  0.2827
H: 1.89 -0.39 0.81  0.0321
H: -4.67 1.16 -7.36  0.3062
O: -3.12 4.45 -7.53  -0.5699
H: -3.80 2.59 -6.74  0.1402
O: -3.59 5.86 -9.09  -0.5005
C: -4.86 2.93 -0.57  -0.2121
H: -1.22 3.77 -8.83  0.2961
H: -2.14 2.85 -1.14  0.2690
O: 5.77 -0.20 9.55  -0.5233
N: 0.84 -0.90 -0.93  0.8907
B: -5.70 1.95 0.39  0.6165
H: -5.44 3.73 -1.00  0.4065
H: 6.19 -7.73 1.61  0.2953
O: 0.75 -1.64 -1.88  -0.5267
N: -2.43 3.35 -0.31  0.1134
Cl: -4.86 4.65 2.21  0.0661
H: -1.09 5.41 -9.53  0.2938
H: -1.74 -0.26 -3.02  0.3161
N: 3.10 -0.29 4.30  0.8883
C: 6.04 -7.82 2.68  -0.6848
O: -2.33 0.17 -5.75  -0.5366
H: 2.88 -1.06 -0.52  0.3049
H: 3.02 1.76 4.78  0.3177
O: 0.07 0.03 -0.73  -0.4946
C: -1.73 4.55 -9.39  -0.6901
H: 0.11 3.94 -0.58  0.4370
H: 0.22 4.93 0.90  0.3590
C: -2.65 -0.83 -2.93  -0.8204
C: 1.95 -1.14 0.03  -0.4140
O: 3.34 -3.64 1.00  -0.5721
N: -2.72 0.81 -6.71  0.9544
C: -4.01 1.54 -6.59  -0.4678
N: 4.74 -8.50 2.92  0.8475
O: 3.13 -1.11 3.41  -0.5199
H: 2.69 -6.14 0.94  0.3280
C: -1.62 3.99 0.61  0.1958
H: 3.94 1.35 3.31  0.3014
C: -3.69 3.49 0.12  0.5437
N: 5.55 -1.30 9.08  0.8820
O: -6.97 2.23 0.77  -0.4808
H: -7.18 3.15 0.57  0.3077
H: -2.09 4.18 -10.34  0.2856
O: -4.91 -0.36 -2.85  -0.5500
H: 2.73 -6.25 2.72  0.3025
H: -2.69 -1.37 -1.99  0.3098
N: -2.91 4.99 -8.61  0.8427
H: 5.98 -6.84 3.15  0.2614
O: 6.08 -2.33 9.42  -0.5245
N: 3.45 -4.45 1.90  0.9391
H: -4.42 1.36 -5.60  0.1653
N: -2.30 4.50 1.54  -0.7609
O: 4.42 -8.68 4.07  -0.5114
C: 2.52 -5.61 1.87  -0.8184
N: -3.80 0.11 -2.94  1.0448
H: 4.14 -0.40 7.80  0.3232
C: 3.05 1.14 3.89  -0.4825
H: -4.42 2.30 -1.34  -0.4295
N: -3.60 4.17 1.23  0.4765
C: 4.53 -1.39 8.00  -0.7117
H: -2.78 -1.50 -3.78  0.3163
S: 0.48 2.61 1.43  1.0898
O: -2.13 0.91 -7.76  -0.5469
H: 5.03 -1.80 7.12  0.2745
O: -3.58 1.31 -3.04  -0.6372
O: 1.76 2.18 0.97  -0.5401
O: 0.37 3.00 2.79  -0.6154
O: 4.25 -4.40 2.80  -0.4955
O: -5.07 0.83 0.81  -0.4577
H: 1.83 -2.14 0.44  0.2423
H: -5.56 0.46 1.55  0.3143
H: 1.51 -5.22 1.92  0.2941
O: 4.09 -8.83 1.95  -0.5050
C: -0.15 4.01 0.47  -0.7961

Properties
- molecular weight (g mol⁻¹) = 728.8
- net charge = +1

---

2.
Here is C12H32FLiO4 as an isolated structure in a non-equilibrium geometry from the OMol25 dataset. Energies are from ωB97M-V/def2-TZVPD.

Each line ends with the Mulliken charge.
CARTESIAN COORDINATES (ANGSTROEM)
H: -4.87 -19.81 -7.69  0.3644
F: -6.98 -17.28 -6.64  -0.8998
H: -8.89 -13.02 -8.67  0.0909
H: -10.42 -13.76 -8.52  0.0914
H: -11.60 -15.81 -8.25  0.2502
O: -9.59 -16.93 -8.84  -0.4962
O: -6.91 -19.46 -8.96  -0.4879
H: -5.63 -15.58 -8.72  0.2083
H: -11.61 -19.47 -8.05  0.3913
H: -11.55 -14.72 -6.29  0.1302
O: -6.51 -15.33 -9.02  -0.3815
H: -5.37 -21.19 -6.66  0.4144
H: -6.93 -21.92 -10.10  0.3506
H: -6.43 -13.46 -9.82  0.1641
C: -6.78 -20.68 -8.31  0.8931
H: -4.21 -14.63 -10.02  0.4446
H: -8.46 -14.57 -10.47  0.1053
C: -4.95 -14.79 -10.80  -1.5217
H: -6.12 -19.71 -6.47  0.3585
H: -6.03 -22.60 -8.80  0.4111
O: -8.70 -14.67 -6.69  -0.2512
H: -10.10 -17.40 -6.85  0.2956
H: -11.41 -13.04 -5.70  0.4064
C: -5.72 -20.35 -7.25  -1.5115
H: -6.65 -18.79 -8.33  0.2720
C: -6.39 -14.50 -10.14  0.6940
H: -10.29 -12.09 -8.25  0.4051
C: -10.60 -19.08 -8.19  -1.2742
H: -7.60 -13.89 -11.83  0.3862
H: -7.55 -15.60 -11.61  0.3480
H: -4.77 -15.83 -11.07  0.3738
H: -10.58 -14.32 -4.84  0.3376
H: -8.31 -14.58 -5.82  0.1970
H: -10.44 -19.24 -9.26  0.3499
H: -9.10 -12.82 -6.08  0.4091
C: -10.47 -17.54 -7.87  0.9571
C: -11.80 -16.87 -8.06  -1.7601
C: -7.55 -14.66 -11.06  -1.1360
H: -5.23 -21.48 -9.77  0.3274
H: -10.07 -16.77 -9.66  0.2224
Li: -7.96 -16.21 -7.91  0.6985
C: -6.21 -21.66 -9.32  -1.4979
H: -4.64 -14.16 -11.64  0.3708
C: -9.78 -13.03 -8.03  -0.9593
H: -9.82 -19.70 -7.73  0.1661
H: -12.38 -17.26 -8.90  0.4531
C: -9.61 -13.60 -6.65  0.3981
C: -10.89 -13.99 -5.83  -1.0959
H: -12.39 -17.10 -7.18  0.4491
H: -7.73 -20.97 -7.86  0.0875

Properties
- molecular weight (g mol⁻¹) = 266.3
- net charge = 0
- ΔE to the lowest compared entry with this formula, charge and spin (eV) = 1.083

---

3.
Here is a 2-piece molecular cluster, C12H32N2O4PSi overall in a non-equilibrium geometry from the OMol25 dataset. Energies are from ωB97M-V/def2-TZVPD.

Each line ends with the Mulliken charge.
CARTESIAN COORDINATES (ANGSTROEM)
C: 7.80 -0.31 0.52  -0.7555
H: 0.41 -0.01 -3.85  0.2586
C: 3.82 1.14 -1.71  -0.6955
H: 2.18 0.05 -4.49  0.2907
H: 0.59 3.11 -1.76  0.2754
Si: 2.21 0.12 -1.93  0.4479
H: -1.55 -0.27 -0.15  0.1211
C: -5.20 -2.77 3.56  0.5744
H: 3.63 -1.89 -2.85  0.2434
H: 7.32 -0.53 1.48  0.2916
H: 3.56 2.27 -2.00  0.2997
H: -5.22 -1.94 1.12  0.2418
H: -3.74 -2.33 5.40  0.2659
H: 8.43 0.58 0.60  0.2958
O: 1.07 0.20 -0.60  -0.3708
O: 6.71 1.06 -1.01  -0.4621
H: -4.24 1.53 -0.04  0.2433
H: 4.73 0.75 -2.37  0.2311
H: 0.46 1.45 1.03  0.3076
H: 1.95 2.14 0.10  0.2335
C: 1.47 0.53 -3.66  -0.8625
P: -1.63 1.77 -1.63  -0.1702
H: -4.86 -3.85 5.59  0.2683
H: -0.92 0.65 -2.23  -0.4221
C: 0.92 1.56 -0.06  -0.3908
H: 3.32 -2.04 -1.00  0.1720
H: -0.39 3.43 -0.18  0.3931
H: 1.89 -2.50 -2.19  0.2633
O: 5.92 -0.96 -0.67  -0.4151
C: -5.30 -0.97 1.80  -0.4028
H: -6.26 -0.35 1.52  0.2461
C: -3.89 -0.11 1.62  -0.5247
C: -2.04 0.81 -0.03  -0.6890
H: -2.97 -0.81 1.88  0.2387
H: 8.38 -1.16 0.16  0.2822
H: 4.08 1.15 -0.56  0.1805
H: -4.65 -0.80 3.79  0.3077
H: -3.34 -3.95 4.47  0.2375
H: -3.87 0.77 2.43  0.2565
H: 1.42 1.68 -3.89  0.2478
C: -0.05 2.56 -0.92  -0.9328
H: -2.86 1.26 -2.20  0.1158
N: 6.72 -0.05 -0.47  0.7520
C: -4.21 -3.24 4.81  -0.8284
H: -1.49 2.59 -2.84  0.1280
C: 2.78 -1.76 -2.02  -0.8830
H: -4.06 -0.21 -0.75  0.3212
H: -1.72 1.33 0.97  0.1204
H: -2.39 2.90 -1.07  0.0631
N: -5.41 -1.30 3.27  -0.3324
O: -5.81 -3.78 2.89  -0.5990
C: -3.68 0.50 0.11  -0.4795

Properties
- molecular weight (g mol⁻¹) = 327.5
- net charge = -1

---

4.
Here is C12H32O4Ti as an isolated structure in a non-equilibrium geometry from the OMol25 dataset. Energies are from ωB97M-V/def2-TZVPD.

Each line ends with the Mulliken charge.
CARTESIAN COORDINATES (ANGSTROEM)
C: -25.15 -4.94 18.78  1.0168
H: -17.99 -4.79 21.42  0.3564
H: -26.43 -1.07 23.08  0.4165
H: -23.69 -5.86 24.22  0.2405
C: -26.22 -5.92 18.32  -1.3205
H: -26.56 -3.39 23.43  0.4166
H: -23.50 -3.82 18.02  0.2839
H: -19.27 -2.18 21.15  0.3609
C: -25.30 -2.49 21.91  0.7254
H: -26.82 -5.51 17.50  0.3742
H: -23.89 -6.48 18.93  0.2673
O: -23.88 -2.62 21.56  -0.3415
O: -23.40 -6.01 23.32  -0.3162
H: -20.84 -6.82 22.20  0.1769
H: -24.95 -4.16 23.35  0.1206
H: -20.97 -8.40 23.05  0.4606
H: -25.65 -6.75 17.88  0.3521
H: -24.42 -8.21 24.08  0.4142
C: -22.78 -7.27 23.03  0.5390
H: -24.75 -1.09 23.46  0.3495
H: -20.89 -6.86 23.95  0.3063
H: -24.04 -4.98 16.86  0.3497
C: -18.63 -4.64 22.28  -1.3203
C: -20.01 -4.00 22.14  0.6835
C: -25.74 -3.67 22.77  -1.1459
H: -25.51 -4.17 19.46  -0.2616
C: -24.40 -4.28 17.62  -1.3332
Ti: -22.83 -4.84 21.33  0.4536
H: -23.11 -7.39 21.99  0.1290
H: -26.90 -6.33 19.06  0.3225
C: -21.26 -7.36 23.05  -1.0090
H: -18.14 -4.15 23.13  0.3842
H: -19.97 -4.39 20.28  0.3414
H: -25.82 -2.47 20.95  0.2158
H: -22.82 -8.60 24.86  0.3491
C: -19.96 -2.49 21.95  -1.3465
O: -24.12 -5.72 19.47  -0.3564
H: -20.90 -1.95 21.78  0.2127
H: -19.51 -1.93 22.78  0.4001
H: -26.11 -4.47 22.14  0.2890
H: -24.97 -3.52 17.09  0.3878
H: -25.33 -0.30 21.94  0.4266
C: -25.44 -1.14 22.62  -1.5561
O: -20.65 -4.53 20.94  -0.4912
H: -23.71 -1.92 20.93  0.2115
H: -20.64 -4.16 23.03  0.1951
H: -23.27 -9.28 23.29  0.4177
C: -23.36 -8.40 23.93  -1.4680
H: -18.77 -5.63 22.73  0.3194

Properties
- molecular weight (g mol⁻¹) = 288.3
- net charge = +1
- <S²> = 3.75
- ΔE to the lowest compared entry with this formula, charge and spin (eV) = 1.329
- multiplicity = 4

---

The records above give, respectively, total energy values of -3465.84447; -884.79828; -1517.40213; -1626.52531 Eh.